DFT (ωB97M-V/def2-TZVPD) results for a single C22H19N3O3S molecule.

For the energy relative to the best compared isomer or geometry (same formula, charge and spin), the calculation gives 370.5 kJ/mol. Its charge is 0. The spin multiplicity is 1. The HOMO energy is -8.12 eV. As for the SMILES: CC(C)(C(=O)O)c1ccc(C(=O)Nc2cn3cc(-c4ccsc4)ccc3n2)cc1.

```
48
Properties=species:S:1:pos:R:3:lowdin_charge:R:1
S 2.61 6.46 -7.36 0.952
O 1.29 0.92 1.10 0.010
O -1.30 -5.39 2.80 0.090
O -0.69 -6.37 4.72 0.075
N 0.72 2.40 -2.90 -0.034
N -0.51 0.39 -0.19 0.141
N -1.24 1.38 -2.31 0.141
C 1.76 4.66 -5.78 -0.330
C -0.94 -5.32 4.11 -0.423
C -1.73 -2.29 2.92 0.008
C 1.00 1.76 -1.73 0.005
C 0.93 3.76 -4.87 -0.099
C -0.81 -2.83 3.87 -0.145
C 1.49 3.17 -3.77 0.015
C -1.27 2.67 -4.49 0.019
C -0.50 3.48 -5.25 -0.028
C -2.73 -3.98 5.20 -0.042
C -1.21 -3.98 4.84 -0.400
C 3.16 4.72 -5.65 -0.194
C -0.58 2.08 -3.27 -0.250
C 0.27 0.19 0.86 -0.396
C 0.90 -1.44 2.69 0.000
C 3.81 5.65 -6.34 -0.359
C -0.04 -0.90 1.82 -0.161
C 0.54 -2.40 3.68 0.001
C -1.34 -1.36 1.89 -0.003
C -0.51 -3.76 6.22 -0.046
C -0.22 1.17 -1.32 -0.219
C 1.30 5.44 -6.73 -0.348
H 1.96 -1.21 2.79 0.121
H 0.25 5.45 -7.07 0.090
H -0.98 3.83 -6.17 0.103
H -0.89 -4.50 6.99 0.106
H 1.98 1.77 -1.16 0.141
H -3.06 -4.52 6.11 0.094
H -1.33 -0.18 -0.19 0.121
H -3.01 -2.97 5.39 0.073
H -1.24 -6.36 2.57 0.149
H 3.76 4.09 -5.00 0.106
H -2.07 -0.76 1.34 0.114
H -2.76 -2.48 2.95 0.083
H 1.33 -2.85 4.34 0.121
H 2.52 3.31 -3.41 0.136
H -0.44 -2.68 6.53 0.110
H 0.56 -3.94 6.13 0.065
H -2.27 2.41 -4.70 0.096
H -3.32 -4.49 4.32 0.126
H 4.84 5.81 -6.51 0.060
```

---

DFT (ωB97M-V/def2-TZVPD) results for a single C22H19N3O4 molecule.

For the energy relative to the best compared isomer or geometry (same formula, charge and spin), the calculation gives 512.1 kJ/mol. Its charge is 0. The spin multiplicity is 1. The HOMO energy is -8.42 eV. As for the SMILES: COC(=O)/C(C#N)=C/c1c(Oc2cc(C)cc(C)c2)nc2c(C)cccn2c1=O.

```
48
Properties=species:S:1:pos:R:3:lowdin_charge:R:1
O -2.02 2.22 3.13 0.151
O 3.68 0.49 3.59 -0.037
O 0.50 0.92 -0.54 0.049
O 2.69 2.55 3.75 0.058
N -3.14 1.47 1.35 0.090
N 1.02 -1.47 1.91 0.211
N -1.80 0.65 -0.38 0.195
C -4.23 0.32 -0.47 -0.144
C -3.01 0.84 0.16 -0.186
C 1.01 -0.17 -1.32 -0.162
C -4.02 -0.52 -1.78 -0.025
C -0.61 1.01 0.24 -0.220
C 0.86 -2.28 -2.46 -0.335
C 4.02 -0.64 -3.51 -0.042
C -4.34 1.78 1.86 -0.041
C 4.90 0.95 4.27 -0.024
C 0.34 -1.37 -1.56 0.020
C 2.73 1.39 3.25 -0.398
C 0.15 -3.48 -2.69 -0.070
C -5.46 1.24 1.40 -0.045
C 2.73 -0.93 -2.88 -0.275
C 1.62 0.95 2.39 -0.106
C 2.14 0.09 -2.12 0.036
C -5.44 0.58 0.11 -0.004
C 2.02 -2.06 -3.13 -0.023
C 0.56 1.76 2.19 0.099
C -0.76 1.41 1.56 -0.041
C -2.01 1.69 2.10 -0.456
C 1.42 -0.40 1.97 -0.175
H 5.61 1.34 3.55 0.076
H 5.60 0.17 4.72 0.107
H 4.60 0.09 -2.94 0.091
H -0.79 -3.51 -2.12 0.085
H 2.23 -2.87 -3.87 0.148
H 0.60 2.76 2.42 0.118
H -0.54 -1.60 -1.07 0.082
H 2.48 1.12 -2.09 0.127
H 0.76 -4.37 -2.49 0.093
H 4.56 -1.52 -3.49 0.057
H 4.60 1.74 5.03 0.107
H -4.81 -1.33 -1.73 0.093
H -3.08 -1.05 -1.77 0.050
H -6.38 1.28 1.87 0.081
H 3.83 -0.24 -4.48 0.084
H -4.35 2.24 2.94 0.180
H -0.08 -3.61 -3.81 0.116
H -4.02 0.10 -2.67 0.074
H -6.38 0.27 -0.41 0.132
```

---

DFT (ωB97M-V/def2-TZVPD) results for a single C22H19N3O4S molecule.

For the energy relative to the best compared isomer or geometry (same formula, charge and spin), the calculation gives 209.5 kJ/mol. Its charge is 0. The spin multiplicity is 1. The HOMO energy is -8.70 eV. As for the SMILES: N#C/C(=C/c1ccc(CNS(=O)(=O)c2ccccc2)o1)C(=O)NCc1ccccc1.

```
49
Properties=species:S:1:pos:R:3:lowdin_charge:R:1
S -2.27 2.57 1.13 0.656
O 0.76 2.22 -0.40 0.049
O -2.83 1.54 1.94 -0.278
O 0.84 0.10 0.85 0.067
O -2.91 3.86 1.08 -0.285
N 0.03 -1.84 0.03 0.086
N -0.73 2.84 1.69 -0.099
N 1.86 -2.65 -2.69 0.175
C -1.99 2.84 -1.59 -0.064
C -0.56 -2.28 1.28 -0.120
C 0.73 -0.68 -0.07 -0.455
C 0.26 -3.39 1.89 -0.211
C 1.24 4.21 -1.24 0.006
C 1.35 -0.49 -1.43 -0.126
C 1.73 3.23 -2.12 0.022
C 1.41 2.01 -1.56 -0.249
C -0.02 3.94 1.07 -0.139
C -1.86 0.10 -2.03 -0.070
C 0.56 -5.71 2.46 -0.085
C -2.06 0.59 -0.75 -0.061
C -1.78 2.36 -2.87 -0.060
C -1.71 0.99 -3.09 -0.069
C 1.64 -1.67 -2.13 -0.220
C 2.30 -4.13 2.92 -0.078
C 0.66 3.53 -0.20 -0.238
C 1.82 -5.43 2.96 -0.091
C -0.22 -4.69 1.92 -0.046
C 1.53 -3.12 2.39 -0.033
C 1.66 0.69 -2.03 0.075
C -2.11 1.95 -0.55 -0.262
H 0.72 4.33 1.78 0.139
H -2.19 -0.06 0.10 0.106
H -1.58 -2.61 1.09 0.125
H 0.18 -6.72 2.48 0.102
H -1.83 -0.96 -2.21 0.109
H 2.42 -6.22 3.37 0.101
H -1.20 -4.92 1.54 0.108
H -1.67 3.04 -3.70 0.111
H -0.76 4.73 0.89 0.124
H 1.90 -2.10 2.37 0.113
H 2.25 3.40 -3.04 0.117
H 1.32 5.28 -1.35 0.115
H 3.29 -3.91 3.31 0.103
H -2.07 3.90 -1.40 0.119
H 2.15 0.65 -2.99 0.142
H -0.19 1.99 1.74 0.096
H -0.58 -1.41 1.95 0.130
H 0.07 -2.51 -0.72 0.132
H -1.54 0.61 -4.08 0.109
```

---

DFT (ωB97M-V/def2-TZVPD) results for a molecular structure, C22H19N6O2ReS.

For the energy relative to the best compared isomer or geometry (same formula, charge and spin), the calculation gives 0.0 kJ/mol. Its charge is +1. The spin multiplicity is 4. The HOMO energy (alpha / beta) is -10.53 / -10.89 eV.

```
51
Properties=species:S:1:pos:R:3:lowdin_spin:R:1
Re 0.05 0.50 -0.53 2.163
S -2.19 1.18 -1.16 0.090
O 0.84 0.83 -2.32 0.198
O -0.73 -0.46 1.08 0.081
N -3.57 2.77 0.45 -0.010
N -1.34 2.69 0.91 -0.009
N 2.00 0.79 0.30 0.043
N -0.27 -1.47 -1.17 0.022
N -0.98 -2.22 -0.32 -0.002
N -0.16 2.14 0.69 -0.016
C 1.75 -1.48 -5.59 0.017
C 4.34 0.45 0.50 0.016
C 2.04 -0.11 -5.57 0.021
C 1.11 0.07 -3.32 0.027
C -4.19 -3.24 2.41 0.000
C -2.35 2.30 0.18 0.000
C 2.08 1.82 1.18 0.020
C -2.11 -2.19 1.84 0.000
C 1.73 0.64 -4.46 0.011
C 3.31 2.19 1.74 0.014
C 0.80 -1.34 -3.35 0.026
C 0.13 -2.01 -2.30 0.082
C 3.11 0.13 -0.02 0.028
C -1.96 -1.78 3.16 0.002
C 0.84 2.49 1.47 0.105
C -1.21 -1.63 0.83 0.003
C -3.22 -2.95 1.47 0.001
C 4.45 1.51 1.39 0.020
C 1.14 -2.07 -4.51 0.014
C -4.06 -2.80 3.72 0.002
C 0.67 3.46 2.59 0.016
C -2.93 -2.09 4.10 0.000
H 0.98 4.45 2.28 0.006
H -3.68 3.45 1.18 0.000
H -1.09 -1.20 3.44 0.000
H 2.50 0.35 -6.42 0.001
H -4.83 -3.00 4.44 0.000
H -5.07 -3.80 2.13 0.000
H 5.41 1.80 1.79 0.001
H 3.35 3.04 2.41 0.001
H -0.38 3.50 2.85 0.001
H -3.33 -3.27 0.44 0.000
H -2.81 -1.75 5.12 0.000
H -0.11 -3.07 -2.45 0.003
H 3.00 -0.69 -0.73 0.002
H 0.90 -3.13 -4.55 0.000
H 5.21 -0.12 0.20 0.001
H 1.95 1.70 -4.42 0.000
H -4.34 2.54 -0.14 0.000
H 1.25 3.16 3.46 0.003
H 1.98 -2.07 -6.47 0.001
```

---

DFT (ωB97M-V/def2-TZVPD) results for a molecular structure, C22H19NO3.

For the energy relative to the best compared isomer or geometry (same formula, charge and spin), the calculation gives 1600.9 kJ/mol. Its charge is 0. The spin multiplicity is 1. The HOMO energy is -8.83 eV.

```
45
Properties=species:S:1:pos:R:3:lowdin_charge:R:1
O 3.37 -2.05 1.17 0.182
O -2.65 -2.23 -1.33 -0.037
O 4.54 -0.52 2.58 -0.021
N -1.27 -1.21 0.12 0.131
C -4.69 0.32 2.11 -0.126
C 3.75 -0.95 1.54 -0.347
C -5.46 0.73 0.10 -0.148
C 3.14 0.18 0.74 -0.167
C 2.28 1.24 -1.01 -0.102
C 1.40 3.67 -1.10 -0.044
C 2.88 0.22 -0.44 -0.141
C 2.32 -3.28 -0.54 0.070
C 1.08 -1.88 0.87 -0.002
C -3.60 -0.38 1.73 -0.044
C 2.19 -2.35 0.68 -0.273
C -2.38 -1.40 -0.31 -0.400
C -0.12 -2.09 0.14 -0.109
C -3.49 -0.43 0.30 -0.081
C 0.13 -2.88 -1.02 -0.015
C 1.22 -3.55 -1.07 -0.166
C 2.13 2.50 -0.47 -0.278
C -5.57 1.06 1.35 -0.096
C 2.82 1.48 1.55 0.042
C 2.15 1.30 -2.78 0.036
C 2.35 2.66 0.88 -0.067
C -4.56 -0.04 -0.39 -0.096
H 3.15 -0.47 -1.14 0.127
H 1.15 1.32 -2.91 -0.002
H 1.05 4.32 -0.46 -0.003
H 2.49 0.36 -3.13 0.041
H 1.77 3.53 1.69 0.199
H -2.97 -1.04 2.36 0.128
H -6.19 1.24 -0.80 0.191
H -6.34 1.75 1.86 0.148
H -4.40 -0.14 -1.30 0.057
H 1.92 4.02 -1.91 0.034
H 0.33 3.41 -1.76 0.169
H 1.32 -4.23 -1.91 0.140
H 0.85 -0.86 1.72 0.226
H 3.01 1.48 2.81 0.170
H -0.90 -3.18 -1.37 0.132
H -4.78 0.40 3.31 0.152
H 3.20 -3.65 -0.47 0.071
H -1.23 -0.71 1.17 0.215
H 2.63 2.29 -3.15 0.100
```

---

no.,strongest force on any atom (eV/A)
1,6.3
2,7.1
3,1.1
4,2.6
5,16.1